# C4H9NO

An isolated molecule of C4H9NO (ωB97M-V/def2-TZVPD, the OMol25 dataset).

Output
**Orbital gap**: 8.822 eV
**Relative energy (zero: lowest compared OMol25 entry of this formula, charge and spin)**: 158.8 kJ/mol
**E_LUMO**: 1.05 eV
**Highest occupied orbital energy**: -7.78 eV
**Strongest force on any atom**: 0.25 eV/Å
**SMILES**: C/C=C(\N)OC

Last column: Löwdin charge in e.
Atoms and positions in Å:
C (-0.22236, -2.12546, 0.08705)  -0.13
C (-0.46418, -0.64659, -0.06122)  -0.13
C (0.51658, 0.26283, 0.05936)  -0.44
N (1.87016, -0.03531, 0.13853)  0.13
O (0.38200, 1.61687, 0.08378)  -0.08
C (-0.88993, 2.18783, 0.31824)  -0.08
H (0.46297, -2.34237, 0.91915)  0.07
H (0.19784, -2.59662, -0.81276)  0.07
H (-1.15838, -2.64617, 0.31280)  0.07
H (-1.46753, -0.32128, -0.30975)  0.09
H (2.09311, -1.00973, 0.27140)  0.08
H (2.39608, 0.59079, 0.73125)  0.10
H (-1.25448, 2.67306, -0.59236)  0.09
H (-1.61708, 1.44385, 0.65077)  0.08
H (-0.76993, 2.93963, 1.10354)  0.09